Computed, not measured: a single C8H15NO3S molecule, with ωB97M-V/def2-TZVPD.

Each line ends with the natural charge from an NBO analysis.
CARTESIAN COORDINATES (ANGSTROEM)
1 C 0.93957 -0.72995 -1.91370  -0.422
2 C -0.60189 -1.08935 -1.70768  -0.433
3 C -1.38796 1.30610 -1.09430  -0.411
4 C 1.83921 -1.77198 -1.14132  -0.627
5 C -0.96381 1.93213 0.26323  -0.426
6 C -1.34219 -0.21213 -0.69946  -0.039
7 C -0.10554 0.95198 0.91272  -0.359
8 C -0.39321 -1.46178 1.24861  -0.186
9 N -0.47214 -0.29816 0.59773  -0.226
10 O -0.14929 2.56461 3.02184  -0.946
11 O -0.40120 0.09154 3.36629  -0.913
12 O 1.81722 1.14824 2.90215  -0.908
13 S 0.16168 1.19781 2.61687  2.313
14 H 1.35072 -0.63017 -2.95173  0.224
15 H 1.17104 0.31372 -1.40775  0.213
16 H -1.19251 -1.00893 -2.73091  0.226
17 H -0.52935 -2.22194 -1.44195  0.226
18 H -2.35963 1.57424 -1.55331  0.231
19 H -0.67934 1.41183 -1.94747  0.215
20 H 2.81931 -1.31223 -1.24411  0.215
21 H 1.52297 -1.97268 -0.07746  0.215
22 H -0.64706 3.03243 0.19336  0.239
23 H -1.77450 2.15085 0.89045  0.212
24 H -2.30337 -0.40672 -0.31207  0.224
25 H 0.37923 -1.53206 1.95115  0.214
26 H -0.90331 -2.36046 0.92210  0.207
27 H 2.01464 -2.77722 -1.66184  0.205
28 H 2.19070 2.11029 2.99856  0.515

Its HOMO energy (alpha / beta) is -0.281 / -0.281 Ha. Its relative energy (zero: lowest compared OMol25 entry of this formula, charge and spin) is 363.7 kJ/mol. The LUMO energy (alpha / beta) is 0.4 / 0.4 eV. Its charge is 0. Its frontier orbital gap (alpha / beta) is 0.29699 / 0.29695 hartree.

---

Computed, not measured: a single C7H13NO molecule, with ωB97M-V/def2-TZVPD.

Each line ends with the natural charge from an NBO analysis.
CARTESIAN COORDINATES (ANGSTROEM)
1 C 1.84175 0.90150 -0.44826  -0.398
2 C 1.28049 -1.17529 0.63445  -0.412
3 C -0.16550 -0.95863 -2.00005  -0.690
4 N 0.78385 0.07712 0.10496  -0.488
5 C -0.32482 -0.06089 -0.79310  0.316
6 C -1.63082 0.74289 1.85389  0.114
7 C -1.45318 0.68641 -0.67677  -0.284
8 C -1.97396 0.29939 0.62703  -0.314
9 O -0.99861 1.91104 2.12759  -0.684
10 H -0.63063 1.88883 3.01763  0.476
11 H -1.95944 0.18768 2.72645  0.154
12 H -2.17444 0.66172 -1.48753  0.195
13 H -2.78547 -0.42551 0.58586  0.206
14 H 1.41162 1.84579 -0.77819  0.218
15 H 2.57100 1.10790 0.33658  0.202
16 H 1.98193 -0.96148 1.44267  0.201
17 H 0.44657 -1.75042 1.03751  0.206
18 H 1.80072 -1.79886 -0.11053  0.164
19 H 2.36940 0.43190 -1.29426  0.160
20 H 0.79179 -0.82336 -2.49930  0.209
21 H -0.94629 -0.79021 -2.73536  0.225
22 H -0.23595 -1.99750 -1.67124  0.223

Its HOMO energy is -0.272 Ha. Its relative energy (zero: lowest compared OMol25 entry of this formula, charge and spin) is 352.9 kJ/mol. The LUMO energy is 0.8 eV. Its charge is 0. Its frontier orbital gap is 0.30267 hartree.

---

Computed, not measured: an isolated ion of composition C3H4NO2 and charge +1, with ωB97M-V/def2-TZVPD.

Each line ends with the natural charge from an NBO analysis.
CARTESIAN COORDINATES (ANGSTROEM)
1 C 0.88863 -0.79447 0.04021  0.675
2 C -0.60167 -0.77673 -0.11968  -0.549
3 C -0.59108 0.71407 0.08458  -0.325
4 N 0.88621 0.83467 0.01431  0.291
5 O 1.83291 -1.48417 0.09519  -0.306
6 O 1.62868 1.69953 -0.13025  0.007
7 H -0.98308 -1.00677 -1.10645  0.300
8 H -0.98625 -1.55357 0.59056  0.313
9 H -1.18352 1.20982 -0.62843  0.287
10 H -0.89083 1.15762 1.15997  0.308

Its HOMO energy is -0.610 Ha. Its relative energy (zero: lowest compared OMol25 entry of this formula, charge and spin) is 374.9 kJ/mol. The LUMO energy is -7.9 eV. Its charge is +1. Its frontier orbital gap is 0.32075 hartree.

---

Computed, not measured: a 14-piece molecular cluster, C5H37NO15 overall, with ωB97M-V/def2-TZVPD.

Each line ends with the natural charge from an NBO analysis.
CARTESIAN COORDINATES (ANGSTROEM)
1 C 0.98451 1.41404 1.42822  -0.652
2 C 0.53884 0.12676 2.18764  -0.022
3 C 0.32195 0.37783 3.78451  -0.519
4 C 1.48906 -0.56691 4.18403  0.442
5 O 2.59293 -0.20486 3.90286  -0.534
6 N -0.89653 -0.08878 1.78219  -0.696
7 C -1.24446 -0.83619 0.65834  0.078
8 O -0.41280 -0.68336 -0.57621  -0.867
9 H 2.08780 1.53309 1.49436  0.239
10 H 0.43408 1.36062 0.46899  0.212
11 H 0.45346 2.30466 1.87532  0.221
12 H 0.92832 -0.94032 1.98512  0.217
13 H -0.62009 -0.07538 4.14281  0.220
14 H 0.22270 1.49356 3.89957  0.237
15 H 1.08128 -1.57449 4.46839  0.119
16 H -1.47517 0.73858 1.99207  0.410
17 H -0.86749 -1.87930 0.60478  0.177
18 H -2.26956 -0.78403 0.35980  0.193
19 H -0.27413 0.19706 -0.99096  0.506
20 H -3.80021 0.89112 1.83838  0.499
21 H -3.67172 2.44073 2.14057  0.481
22 O -3.22243 1.60766 2.13114  -0.965
23 H -1.61233 3.62433 0.23086  0.487
24 H -0.37682 2.76179 0.24763  0.491
25 O -0.71225 3.58856 0.55670  -0.973
26 H 0.90310 -1.45854 -0.88527  0.499
27 H 1.86634 -2.41600 -1.70917  0.495
28 O 1.82694 -1.80599 -0.98237  -1.033
29 H -0.69231 -2.99978 -1.22719  0.468
30 H -0.81342 -4.05632 -0.23365  0.484
31 O -1.28091 -3.77072 -1.02904  -0.959
32 H 2.57176 3.95211 0.36470  0.476
33 H 1.06292 3.97201 0.26831  0.496
34 O 1.87870 4.23924 -0.23860  -0.970
35 H -0.00767 -1.48219 -3.28142  0.485
36 H 0.90340 -2.29426 -4.32875  0.475
37 O 0.67848 -2.17212 -3.41477  -0.970
38 H -0.13341 2.37922 -1.65144  0.523
39 H -1.51740 1.61791 -1.88977  0.501
40 O -0.75787 1.72116 -1.33222  -0.985
41 H -1.63397 -1.02822 -3.31090  0.464
42 H -2.78539 -2.07160 -3.56781  0.484
43 O -2.48724 -1.15747 -3.72323  -0.949
44 H 3.05741 -0.24582 -1.03387  0.500
45 H 2.44766 0.09681 -2.34649  0.470
46 O 3.08027 0.45302 -1.70912  -0.978
47 H 1.84058 3.36952 -1.95801  0.524
48 H 2.06312 2.34022 -3.10678  0.493
49 O 1.37896 2.81507 -2.61166  -1.009
50 H 0.13649 1.24913 -3.72797  0.507
51 H 0.38912 -0.07964 -4.57951  0.486
52 O 0.13063 0.28849 -3.73787  -0.980
53 H 0.72332 -3.85955 1.55039  0.471
54 H 1.60215 -3.16770 0.39114  0.514
55 O 0.97939 -3.85850 0.64022  -0.990
56 H -2.98248 -2.09774 2.16390  0.480
57 H -4.49984 -2.15031 2.18921  0.473
58 O -3.75178 -1.56703 2.33785  -0.949

Its HOMO energy is -0.320 Ha. Its relative energy (zero: lowest compared OMol25 entry of this formula, charge and spin) is 646.1 kJ/mol. The LUMO energy is 0.0 eV. Its charge is 0. Its frontier orbital gap is 0.31950 hartree.

---

Computed, not measured: C18H31N2OPPdSi as an isolated structure, with ωB97M-V/def2-TZVPD.

Each line ends with the natural charge from an NBO analysis.
CARTESIAN COORDINATES (ANGSTROEM)
1 Pd 0.10236 0.25192 -0.13144  0.789
2 Si 2.30128 0.21180 -0.85549  0.546
3 P -0.42204 0.43753 -2.39750  1.083
4 N -0.03704 -1.68163 -0.35575  -0.321
5 H -0.21491 2.20068 1.38454  0.115
6 C -2.21326 0.53820 -2.65280  -0.968
7 H -2.46147 0.62778 -3.71730  0.211
8 H -2.61865 1.39613 -2.10897  0.281
9 H -2.66214 -0.37496 -2.24656  0.235
10 C 0.29609 1.91992 -3.17605  -0.971
11 H -0.11553 2.01558 -4.18864  0.222
12 H 1.38890 1.85375 -3.24446  0.245
13 H 0.02230 2.80112 -2.58388  0.266
14 C 0.01981 -0.95201 -3.48805  -0.978
15 H -0.16629 -0.66002 -4.53174  0.224
16 H -0.60755 -1.81532 -3.23318  0.238
17 H 1.07168 -1.23332 -3.37178  0.250
18 C 3.08866 1.89764 -0.52593  -1.101
19 H 2.92233 2.22922 0.50338  0.221
20 H 2.71001 2.65522 -1.22191  0.230
21 H 4.16979 1.78665 -0.68680  0.228
22 H 3.02894 -0.81799 -0.06104  -0.197
23 H 2.56312 -0.09085 -2.29006  -0.207
24 C 0.01664 -2.95847 -0.57324  0.025
25 C -1.10570 -5.13928 -0.45164  -0.212
26 C -1.14803 -3.76726 -0.29861  -0.196
27 C 1.20832 -3.62933 -1.05083  -0.206
28 C 1.21787 -4.99895 -1.19820  -0.165
29 C 0.07636 -5.75910 -0.89428  -0.206
30 H -1.99743 -5.72415 -0.22564  0.221
31 H -2.03737 -3.22815 0.04396  0.224
32 H 2.07524 -2.99771 -1.26086  0.234
33 H 2.12681 -5.49439 -1.55592  0.215
34 H 0.10699 -6.84701 -1.00567  0.217
35 C -0.91798 2.80001 0.72662  0.105
36 O -1.20119 1.92236 -0.32318  -0.900
37 C -2.19596 3.12750 1.49764  -0.637
38 H -2.30722 4.21308 1.60893  0.197
39 H -2.12625 2.66671 2.48873  0.203
40 H -3.09034 2.72990 1.00247  0.223
41 C -0.18306 4.04126 0.23947  -0.631
42 H -0.72259 4.51168 -0.59257  0.206
43 H 0.83614 3.82397 -0.10492  0.203
44 H -0.11446 4.75048 1.07259  0.198
45 C 2.21380 -0.65260 4.45652  -0.167
46 C 2.17557 0.65249 3.96569  -0.240
47 C 1.55640 0.89130 2.73540  0.043
48 N 0.94795 -0.09000 2.04706  -0.489
49 C 0.93108 -1.33692 2.54748  0.053
50 C 1.59822 -1.66962 3.72830  -0.249
51 H 2.71122 -0.87032 5.39884  0.222
52 H 2.61223 1.49879 4.49598  0.225
53 H 1.55221 1.88857 2.28378  0.212
54 H 0.40085 -2.08793 1.96649  0.209
55 H 1.60390 -2.71225 4.03752  0.225

Its HOMO energy (alpha / beta) is -0.178 / -0.281 Ha. The multiplicity is 5. The LUMO energy (alpha / beta) is 0.6 / -1.3 eV. Its charge is 0. Its expectation value of S² is 6.075. Its frontier orbital gap (alpha / beta) is 0.20169 / 0.23346 hartree.

---

Computed, not measured: a 3-piece molecular cluster, C9H24O3 overall, with ωB97M-V/def2-TZVPD.

Each line ends with the natural charge from an NBO analysis.
CARTESIAN COORDINATES (ANGSTROEM)
1 C -5.37609 0.08538 4.82631  -0.627
2 C -4.15830 0.90970 4.46575  0.098
3 C -4.40124 1.50982 3.11303  -0.630
4 O -3.99302 1.90271 5.42821  -0.727
5 H -5.04337 -0.52168 5.66826  0.214
6 H -5.71248 -0.60348 4.05144  0.208
7 H -6.19590 0.74615 5.10813  0.199
8 H -3.27349 0.27759 4.39071  0.174
9 H -4.08823 0.67271 2.48904  0.209
10 H -3.73171 2.34929 2.92564  0.215
11 H -5.45589 1.74799 2.97487  0.199
12 H -4.71783 2.52946 5.48684  0.467
13 C -0.95698 1.08140 -2.07530  -0.633
14 C 0.25235 0.74777 -1.35062  0.074
15 C 0.53474 1.61847 -0.12901  -0.625
16 O 0.14069 -0.60526 -0.91018  -0.730
17 H -1.74311 1.43473 -1.40802  0.215
18 H -1.33516 0.26168 -2.68617  0.208
19 H -0.88470 1.83936 -2.85528  0.219
20 H 1.19934 0.76851 -1.88998  0.161
21 H 1.14265 2.50692 -0.29984  0.216
22 H 1.20507 1.14166 0.58612  0.228
23 H -0.37012 1.93441 0.39014  0.204
24 H -0.08918 -1.18490 -1.64009  0.464
25 C 4.23589 -3.10010 -3.22558  -0.651
26 C 4.56989 -1.63551 -3.52255  0.093
27 C 4.96269 -0.91404 -2.22380  -0.629
28 O 5.74098 -1.53447 -4.33144  -0.718
29 H 3.31134 -3.19941 -2.65686  0.221
30 H 5.00200 -3.61184 -2.64309  0.205
31 H 4.06297 -3.74473 -4.08736  0.213
32 H 3.77362 -1.05619 -3.98992  0.176
33 H 5.80407 -1.35833 -1.69203  0.205
34 H 4.18828 -0.72536 -1.48029  0.206
35 H 5.18139 0.08868 -2.59097  0.215
36 H 6.21883 -2.35907 -4.21612  0.463

Its HOMO energy is -0.368 Ha. Its relative energy (zero: lowest compared OMol25 entry of this formula, charge and spin) is 144.6 kJ/mol. The LUMO energy is 0.7 eV. Its charge is 0. Its frontier orbital gap is 0.39313 hartree.

---

Computed, not measured: C4H18N2O3S2 as an isolated structure, with ωB97M-V/def2-TZVPD.

Each line ends with the natural charge from an NBO analysis.
CARTESIAN COORDINATES (ANGSTROEM)
1 S 3.68319 0.89734 -1.15806  -0.268
2 S 1.76979 0.08975 -1.56678  0.133
3 C 1.05788 0.35467 0.10800  -0.561
4 C -0.41150 -0.14331 -0.14956  -0.075
5 C -0.92838 -1.11693 0.90046  -0.235
6 N -2.33356 -1.40512 0.64043  -0.854
7 N -0.29153 -0.78372 -1.46293  -0.606
8 C -1.28549 -0.42469 -2.45973  -0.408
9 H 3.49727 2.21172 -1.35679  0.114
10 H 1.55790 -0.25503 0.85543  0.232
11 H 1.11750 1.39458 0.42029  0.215
12 H -1.12975 0.66103 -0.23855  0.202
13 H -0.74340 -0.68674 1.89170  0.192
14 H -0.34505 -2.03108 0.86044  0.205
15 H -2.64273 -2.26324 1.07819  0.366
16 H -2.92112 -0.64277 0.95322  0.361
17 H -0.23989 -1.78945 -1.35463  0.379
18 H -1.02394 -0.87819 -3.41319  0.203
19 H -2.29779 -0.73038 -2.19057  0.200
20 H -1.25049 0.65677 -2.62232  0.189
21 H -0.56966 2.17099 1.87199  0.488
22 H 0.37004 1.19155 2.50391  0.461
23 O -0.44822 1.66185 2.69179  -0.947
24 H 2.56299 -2.91296 2.10542  0.477
25 H 2.56680 -2.58307 0.60930  0.479
26 O 2.00583 -2.58788 1.39274  -0.951
27 H -0.53233 4.08717 -0.12141  0.486
28 H -0.19776 2.72215 -0.78053  0.484
29 O -0.59659 3.13501 -0.00828  -0.962

Its HOMO energy is -0.304 Ha. Its relative energy (zero: lowest compared OMol25 entry of this formula, charge and spin) is 0.0 kJ/mol. The LUMO energy is 0.4 eV. Its charge is 0. Its frontier orbital gap is 0.31869 hartree.